No. 1
A cluster of 3 separate species, C3H13NO2 in total at a distorted geometry, computed with wB97M-V/def2-TZVPD.

Geometry as XYZ:
```
19
Properties=species:S:1:pos:R:3:lowdin_charge:R:1
C -1.2788 -0.6542 -2.1805 -0.0793
C -1.6040 -0.3769 -0.6958 -0.2603
N -0.4808 0.4744 -0.1945 -0.1604
C -0.6117 0.9401 1.2120 -0.1171
H -0.2320 -0.7122 -2.3275 0.0490
H -1.6972 0.0181 -2.9192 0.0731
H -1.5814 -1.6408 -2.3275 0.0425
H -1.6170 -1.2780 -0.0636 0.0995
H -2.5611 0.0898 -0.3200 0.1153
H -0.2288 1.2209 -0.7775 0.0735
H -0.9284 -0.0065 1.7267 0.0906
H 0.4228 1.2157 1.5985 0.0763
H -1.3045 1.7089 1.3960 0.0493
O 2.6882 -0.1128 -0.0063 -0.0309
H 2.1227 -0.1394 -0.7969 0.0576
H 3.0731 -0.9015 0.2425 0.0128
O 2.1210 0.0937 2.5148 -0.0897
H 1.3379 -0.4190 2.2392 0.0250
H 2.3598 0.4796 1.6797 -0.0269
```

Results
total energy: -8905.7288 eV
lowest unoccupied orbital energy: 0.028 Ha
energy above the lowest of the compared OMol25 structures with the same formula, charge and spin: 39.1 kcal per mole
SMILES: CCNC.O.O
F_max: 3.8 eV Å⁻¹
HOMO-LUMO gap: 9.5 eV

No. 2
A structure of composition C44H34Cl2NO5P2SSnTe at a distorted geometry, computed with wB97M-V/def2-TZVPD.

Geometry as XYZ:
```
91
Properties=species:S:1:pos:R:3:lowdin_charge:R:1
Sn 0.6775 -0.9662 -2.2696 1.2008
Cl 7.4981 -4.3109 -0.9051 0.6297
C 6.1557 -3.2707 -1.2403 -0.6937
C 6.2024 -1.9489 -0.7846 -0.1305
C 5.1309 -1.1322 -1.0188 -0.5579
Cl 5.1265 0.4889 -0.4172 0.7678
C 3.9708 -1.5499 -1.7537 -0.3989
O 3.0299 -0.7308 -1.9567 -0.2693
C 3.9969 -2.8962 -2.2410 -0.1211
C 2.9477 -3.4032 -3.0781 -0.2192
O 1.9901 -2.7904 -3.5265 -0.1065
C 5.0777 -3.7398 -1.9409 -0.0720
H 7.0709 -1.5750 -0.2647 0.1011
H 3.0875 -4.4569 -3.3859 0.1311
H 5.0589 -4.7572 -2.3027 0.1098
Te -0.6202 3.7934 -1.4908 1.2039
C -0.9573 4.7106 0.4442 -0.5211
C 0.0463 5.4030 1.1079 -0.1455
C -0.1670 5.8121 2.4139 -0.1748
N -1.2886 5.5876 3.0791 0.0416
C -2.2567 4.9537 2.4362 -0.1661
C -2.1453 4.5042 1.1320 -0.1301
C -0.2855 1.9885 -0.3699 -0.8980
P 1.3473 1.2157 -0.5531 0.8018
C 1.9145 1.1218 1.1785 -0.3617
C 2.5731 -0.0397 1.5613 -0.1214
C 3.0906 -0.1595 2.8373 -0.0868
C 2.9570 0.8880 3.7327 -0.0977
C 2.2624 2.0323 3.3715 -0.0841
C 1.7242 2.1443 2.1018 -0.1116
C 2.4615 2.4883 -1.2245 -0.4290
C 3.1759 3.4148 -0.4726 -0.1081
C 3.9227 4.3954 -1.1026 -0.0896
C 3.9815 4.4516 -2.4826 -0.0956
C 3.3030 3.5087 -3.2387 -0.0865
C 2.5462 2.5396 -2.6134 -0.1476
P -1.3118 0.5896 -0.8493 0.7541
C -1.8749 -0.0206 0.7834 -0.3654
C -1.7190 0.6989 1.9601 -0.0955
C -2.2748 0.2272 3.1351 -0.0848
C -2.9647 -0.9756 3.1403 -0.0961
C -3.0921 -1.7144 1.9727 -0.0802
C -2.5501 -1.2348 0.7961 -0.0921
C -2.9150 1.2339 -1.4349 -0.4041
C -3.1295 1.2097 -2.8096 -0.1227
C -4.3078 1.6923 -3.3436 -0.0927
C -5.2877 2.2069 -2.5078 -0.0978
C -5.0859 2.2238 -1.1380 -0.0874
C -3.9078 1.7367 -0.6003 -0.0972
H 0.9823 5.6123 0.6113 0.0847
H 0.6028 6.3422 2.9631 0.0974
H -3.1678 4.7983 3.0024 0.0984
H -2.9678 3.9968 0.6523 0.0742
H 2.6647 -0.8456 0.8457 0.0897
H 3.6075 -1.0628 3.1311 0.1013
H 3.3857 0.8078 4.7223 0.0943
H 2.1512 2.8450 4.0780 0.0991
H 1.1523 3.0195 1.8205 0.0875
H 3.1649 3.3711 0.6062 0.0920
H 4.4677 5.1198 -0.5117 0.0995
H 4.5597 5.2242 -2.9685 0.0953
H 3.3694 3.5348 -4.3159 0.1000
H 2.0158 1.7937 -3.1958 0.0869
H -1.1691 1.6299 1.9364 0.0792
H -2.1681 0.7940 4.0517 0.0994
H -3.4094 -1.3344 4.0601 0.0935
H -3.6078 -2.6652 1.9739 0.0886
H -2.6416 -1.7899 -0.1293 0.0932
H -2.3570 0.7881 -3.4481 0.0997
H -4.4726 1.6591 -4.4107 0.0978
H -6.2106 2.5876 -2.9230 0.0950
H -5.8580 2.6108 -0.4851 0.1002
H -3.7609 1.7309 0.4702 0.1000
C -4.6304 -5.8835 1.9081 -0.0554
C -3.5466 -5.3018 1.0466 -0.2980
C -2.2408 -5.2224 1.5217 -0.0427
C -1.2355 -4.7027 0.7246 -0.0467
C -1.5271 -4.2800 -0.5569 -0.2777
C -2.8128 -4.3715 -1.0518 -0.0582
C -3.8237 -4.8704 -0.2456 -0.0381
S -0.2010 -3.6879 -1.6015 0.4272
O 0.5632 -2.7096 -0.7654 -0.4405
O 0.5639 -4.8477 -1.9603 -0.2783
O -0.8367 -2.9737 -2.7056 -0.4301
H -4.4047 -5.7256 2.9619 0.0747
H -4.6994 -6.9582 1.7293 0.0814
H -5.6011 -5.4485 1.6756 0.0751
H -2.0146 -5.5741 2.5189 0.1128
H -0.2213 -4.6153 1.0787 0.1201
H -3.0092 -4.0500 -2.0624 0.1142
H -4.8385 -4.9348 -0.6191 0.1124
```

Results
charge: -1
total energy: -125491.9597 eV
lowest unoccupied orbital energy: 0.081 Ha
F_max: 2.3 eV Å⁻¹
HOMO-LUMO gap: 6.5 eV